[1]
The following is a quantum chemistry calculation of a 8-piece molecular cluster, C18H55BFN8O9 overall, from OMol25.

Element x y z (Å)
C  -2.151  1.400  2.677
C  -2.630  -0.002  2.412
F  -1.763  -0.893  3.044
C  -2.820  -0.318  0.933
C  -1.580  -0.424  0.136
N  -0.344  -0.275  0.594
C  0.558  -0.426  -0.418
C  2.023  -0.288  -0.198
C  2.477  1.211  -0.050
N  1.308  2.134  -0.030
N  3.409  1.553  -1.098
N  3.165  1.327  1.232
C  -0.125  -0.731  -1.542
C  0.337  -1.076  -2.920
B  1.010  0.104  -3.746
O  2.350  0.245  -3.860
O  0.199  1.018  -4.416
N  -1.466  -0.695  -1.143
C  -2.616  -0.891  -2.022
C  -3.049  0.451  -2.690
N  -4.420  0.777  -2.296
N  -2.132  1.546  -2.289
N  -2.971  0.347  -4.129
H  -2.844  2.129  2.274
H  -2.081  1.613  3.736
H  -1.163  1.580  2.266
H  -3.588  -0.106  2.908
H  -3.473  0.472  0.576
H  -3.389  -1.242  0.885
H  -0.030  -0.074  1.527
H  2.538  -0.710  -1.050
H  2.336  -0.795  0.706
H  1.441  2.892  0.617
H  1.074  2.504  -0.940
H  3.912  2.402  -0.870
H  2.922  1.732  -1.960
H  2.549  0.925  1.929
H  3.335  2.296  1.480
H  1.013  -1.922  -2.858
H  -0.540  -1.370  -3.495
H  2.511  1.080  -4.320
H  -0.147  0.582  -5.204
H  -2.406  -1.653  -2.757
H  -3.425  -1.281  -1.420
H  -4.444  1.051  -1.321
H  -4.697  1.612  -2.801
H  -2.585  2.221  -1.692
H  -1.791  1.994  -3.126
H  -2.607  -0.555  -4.392
H  -3.865  0.527  -4.562
C  -3.059  -3.522  -5.325
O  -1.859  -2.789  -5.041
H  -3.890  -2.821  -5.315
H  -2.997  -3.990  -6.308
H  -3.228  -4.290  -4.568
H  -1.132  -3.418  -5.055
C  -1.207  -4.205  5.239
O  -0.446  -3.054  4.887
H  -0.559  -4.865  5.809
H  -2.064  -3.930  5.859
H  -1.556  -4.737  4.354
H  -0.998  -2.451  4.383
C  5.412  -0.643  3.620
O  6.301  0.459  3.479
H  5.961  -1.462  4.076
H  4.570  -0.376  4.267
H  5.042  -0.960  2.641
H  5.812  1.176  3.071
C  -2.745  5.079  2.475
O  -2.987  5.088  1.065
H  -3.575  4.570  2.960
H  -1.815  4.548  2.688
H  -2.680  6.101  2.854
H  -2.250  5.543  0.650
C  6.199  -0.909  -3.129
O  5.178  -0.761  -2.150
H  7.059  -1.368  -2.650
H  5.866  -1.553  -3.949
H  6.496  0.064  -3.531
H  4.420  -0.352  -2.573
C  -0.860  -4.490  0.943
O  0.261  -3.613  0.893
H  -0.507  -5.496  0.738
H  -1.323  -4.471  1.930
H  -1.605  -4.215  0.188
H  -0.063  -2.730  1.082
C  0.941  3.493  4.558
O  0.353  3.686  3.266
H  0.263  3.908  5.297
H  1.086  2.429  4.763
H  1.901  4.008  4.626
H  0.959  3.318  2.620

Atoms 1-3, force components in eV/Å:
C 0.3 0.1 0.1
C -0.2 1.0 0.3
F 0.3 -0.4 -0.3

Output
**Max |F|**: 1.885 eV/A
**Charge**: +1
**E_tot**: -1958.567100 hartree
**LUMO level**: -2.21 eV
**Molecular weight**: 557.50 u

Mulliken population analysis, charges in e, atoms 1 to 5: -1.251, -0.491, -0.228, -0.141, -0.314



[2]
The following is a quantum chemistry calculation of C18H55CaN9O4P3 as an isolated structure, from OMol25.

Element x y z (Å)
Ca  30.153  11.983  -6.883
O  29.642  11.532  -4.891
H  29.594  11.219  -3.983
O  28.914  13.998  -6.673
P  28.357  15.372  -6.516
N  27.153  15.561  -7.595
C  27.355  14.988  -8.922
C  25.994  16.438  -7.515
N  29.436  16.589  -6.828
C  29.150  17.660  -7.787
C  30.831  16.416  -6.480
N  27.820  15.609  -4.999
C  27.510  16.916  -4.406
C  27.929  14.538  -4.009
H  28.421  14.918  -9.176
H  26.845  15.596  -9.662
H  27.081  13.927  -8.948
H  26.088  17.226  -8.275
H  25.935  16.940  -6.564
H  25.080  15.891  -7.745
H  28.104  17.929  -7.829
H  29.746  18.531  -7.517
H  29.478  17.335  -8.781
H  31.017  16.816  -5.464
H  31.167  15.384  -6.485
H  31.451  17.146  -7.003
H  28.405  17.522  -4.250
H  26.864  17.493  -5.059
H  26.960  16.751  -3.485
H  28.408  14.867  -3.084
H  28.566  13.732  -4.376
H  26.948  14.139  -3.741
O  29.374  12.844  1.482
P  30.296  11.965  0.749
N  29.518  10.673  0.049
C  28.062  10.627  0.134
C  30.079  9.951  -1.075
N  31.524  11.386  1.671
C  31.542  11.614  3.094
C  32.607  10.545  1.202
N  31.067  12.741  -0.492
C  32.283  13.506  -0.288
C  30.395  12.925  -1.760
H  27.616  10.689  -0.864
H  27.755  11.382  0.853
H  27.706  9.676  0.553
H  30.430  8.951  -0.804
H  30.994  10.466  -1.389
H  29.407  9.968  -1.936
H  31.218  10.746  3.687
H  32.536  11.916  3.430
H  30.815  12.368  3.396
H  32.370  10.040  0.268
H  33.512  11.133  1.006
H  32.819  9.778  1.946
H  32.142  14.384  0.347
H  33.092  12.879  0.082
H  32.609  13.889  -1.258
H  29.338  12.661  -1.677
H  30.779  12.374  -2.626
H  30.471  13.987  -2.013
O  30.327  9.725  -7.327
P  29.550  8.449  -7.311
N  29.835  7.545  -8.635
C  29.392  6.158  -8.746
C  30.962  7.906  -9.496
N  27.913  8.552  -7.155
C  27.400  9.260  -5.969
C  27.148  8.940  -8.376
N  29.945  7.518  -6.000
C  31.208  7.776  -5.311
C  29.093  6.529  -5.352
H  30.106  5.554  -8.176
H  29.417  5.792  -9.772
H  28.364  6.045  -8.411
H  30.949  7.302  -10.400
H  31.919  7.683  -9.002
H  30.986  8.965  -9.738
H  27.999  8.974  -5.101
H  27.468  10.344  -6.053
H  26.426  8.844  -5.714
H  27.518  9.902  -8.736
H  27.324  8.133  -9.084
H  26.084  8.957  -8.166
H  31.647  8.717  -5.637
H  31.022  7.998  -4.253
H  31.918  6.957  -5.419
H  28.491  6.035  -6.112
H  28.364  7.005  -4.684
H  29.669  5.809  -4.778

Atoms 1-3, force components in eV/Å:
Ca -0.9 -0.2 1.8
O 0.4 0.2 -0.6
H 0.0 0.1 -0.4

Output
**Max |F|**: 2.367 eV/A
**Charge**: +1
**E_tot**: -3214.307139 hartree
**LUMO level**: -3.25 eV
**Energy above the lowest of the compared OMol25 structures with the same formula, charge and spin**: 17.7 kcal/mol
**Molecular weight**: 594.70 u

Mulliken population analysis, charges in e, atoms 1 to 5: 1.525, -0.267, -0.277, -0.313, -0.712



[3]
The following is a quantum chemistry calculation of C18H55F2NO14S2V as an isolated structure, from OMol25.

Element x y z (Å)
V  -1.683  0.676  -0.584
O  0.355  0.556  -0.044
H  1.241  0.211  -0.267
N  -3.717  0.868  -1.147
S  -5.043  0.279  -0.291
O  -5.803  -0.790  -0.896
O  -5.735  1.210  0.529
F  -4.250  -0.460  0.847
S  -4.512  1.305  -2.290
O  -5.444  2.432  -2.173
O  -4.880  0.288  -3.261
F  -3.382  2.125  -3.196
C  2.738  5.105  -0.113
C  2.345  3.619  -0.409
O  1.315  3.182  0.432
H  1.911  5.811  -0.045
H  3.429  5.301  -0.932
H  3.130  5.195  0.900
H  3.224  2.977  -0.468
H  1.955  3.528  -1.423
H  1.209  2.274  0.139
C  -1.397  -3.254  3.892
C  -2.520  -3.743  2.956
O  -2.193  -3.604  1.564
H  -0.518  -3.886  4.017
H  -1.704  -3.132  4.930
H  -0.991  -2.290  3.584
H  -3.509  -3.294  3.048
H  -2.847  -4.769  3.127
H  -2.536  -4.350  1.065
C  3.529  -1.089  -1.553
C  2.595  -1.995  -0.851
O  2.951  -2.303  0.470
H  3.312  -1.100  -2.621
H  4.538  -1.501  -1.557
H  3.678  -0.067  -1.206
H  2.337  -2.850  -1.476
H  1.688  -1.419  -1.031
H  2.320  -1.989  1.122
C  -3.445  2.040  2.618
C  -1.981  1.590  2.737
O  -1.690  0.469  1.897
H  -4.156  1.220  2.720
H  -3.556  2.472  1.623
H  -3.680  2.672  3.474
H  -1.688  1.386  3.766
H  -1.308  2.332  2.308
H  -0.842  0.135  2.197
C  5.726  -6.032  0.269
C  4.836  -4.996  0.915
O  5.473  -3.649  0.712
H  5.251  -6.994  0.076
H  6.754  -6.073  0.631
H  5.890  -5.670  -0.746
H  4.573  -5.173  1.958
H  3.871  -4.962  0.408
H  4.779  -3.010  0.890
C  -1.523  -3.057  -2.102
C  -2.570  -2.178  -1.512
O  -1.918  -1.629  -0.388
H  -1.001  -3.625  -1.331
H  -0.770  -2.467  -2.624
H  -1.757  -3.670  -2.972
H  -3.455  -2.743  -1.218
H  -2.814  -1.406  -2.242
H  -1.653  -2.344  0.195
C  0.539  1.186  -4.347
C  -0.200  1.532  -3.159
O  -1.017  0.371  -2.829
H  1.132  0.276  -4.263
H  1.206  2.028  -4.532
H  -0.058  1.047  -5.248
H  -0.865  2.377  -3.335
H  0.500  1.684  -2.337
H  -1.523  0.340  -3.644
C  -1.666  5.020  -1.378
C  -2.208  4.167  -0.199
O  -1.471  2.946  -0.230
H  -0.585  5.082  -1.256
H  -2.060  6.035  -1.323
H  -1.968  4.780  -2.397
H  -3.291  4.046  -0.229
H  -1.911  4.580  0.765
H  -0.520  3.073  -0.194
C  3.274  1.044  2.160
C  1.982  0.569  2.863
O  1.280  -0.499  2.203
H  3.910  0.169  2.025
H  3.710  1.983  2.501
H  2.911  1.189  1.143
H  1.242  1.351  3.030
H  2.041  0.150  3.867
H  1.134  -0.228  1.294

Atoms 1-3, force components in eV/Å:
V 1.9 -0.8 1.1
O 0.7 0.5 -0.3
H -1.1 0.2 -0.7

Output
**Max |F|**: 14.267 eV/A
**E_tot**: -3766.884806 hartree
**LUMO level (alpha / beta)**: 0.22 / 0.24 eV
**Energy above the lowest of the compared OMol25 structures with the same formula, charge and spin**: 65.5 kcal/mol
**Molecular weight**: 662.71 u
**Multiplicity**: 4

Mulliken population analysis, charges in e, atoms 1 to 5: 0.515, 1.519, -0.540, 0.281, 0.851



[4]
The following is a quantum chemistry calculation of a 9-piece molecular cluster, C18H55NO15 overall, from OMol25.

Element x y z (Å)
C  1.065  -1.806  -4.274
C  0.067  -2.058  -5.440
O  0.182  -3.403  -5.905
O  2.393  -1.570  -4.880
H  1.165  -2.660  -3.604
H  0.703  -0.969  -3.677
H  0.151  -1.462  -6.349
H  -0.961  -1.936  -5.102
H  1.124  -3.448  -6.089
H  2.682  -0.694  -4.612
C  -2.735  -3.334  -2.980
C  -3.699  -2.699  -2.013
O  -3.332  -1.385  -1.641
O  -3.006  -4.741  -3.004
H  -1.717  -3.156  -2.633
H  -2.821  -2.912  -3.981
H  -3.721  -3.260  -1.079
H  -4.749  -2.734  -2.303
H  -3.555  -1.286  -0.712
H  -2.349  -5.163  -3.563
C  0.167  4.280  -2.691
C  -0.848  3.187  -3.028
O  -0.426  2.147  -3.887
O  0.779  4.726  -3.862
H  1.000  3.909  -2.093
H  -0.322  5.092  -2.152
H  -1.707  3.670  -3.493
H  -1.228  2.703  -2.128
H  -1.195  1.572  -3.896
H  0.282  5.508  -4.114
C  -3.129  2.583  1.243
C  -3.671  2.732  2.667
O  -5.002  2.536  2.606
O  -3.368  1.222  0.775
H  -2.049  2.736  1.241
H  -3.481  3.290  0.492
H  -3.579  3.713  3.133
H  -3.149  2.022  3.308
H  -5.161  1.815  1.993
H  -2.509  0.871  0.532
C  3.628  -1.364  2.322
C  4.889  -0.586  2.048
O  4.811  0.104  0.844
O  3.670  -1.805  3.676
H  3.468  -2.078  1.514
H  2.754  -0.713  2.292
H  5.709  -1.299  1.956
H  5.160  0.138  2.817
H  4.427  0.919  1.177
H  3.054  -2.538  3.751
C  -3.640  -1.877  2.102
C  -2.653  -3.086  1.723
O  -1.657  -2.551  0.896
O  -4.541  -1.596  0.982
H  -3.157  -0.931  2.347
H  -4.184  -2.141  3.009
H  -3.255  -3.803  1.166
H  -2.241  -3.512  2.638
H  -0.992  -3.226  0.741
H  -5.035  -0.829  1.281
C  1.399  -4.118  0.442
O  0.095  -4.511  0.579
H  2.007  -4.615  1.197
H  1.860  -4.367  -0.514
H  1.394  -3.047  0.644
H  0.168  -5.468  0.536
C  0.246  -0.160  -0.515
O  -0.781  0.086  0.397
H  0.630  0.787  -0.895
H  1.090  -0.660  -0.040
H  -0.141  -0.826  -1.285
H  -1.078  -0.818  0.529
C  0.839  2.268  2.416
C  2.056  2.398  3.486
C  3.137  3.449  2.989
O  3.728  2.941  1.794
C  4.570  3.843  1.157
N  1.560  2.783  4.811
H  0.276  3.188  2.262
H  0.176  1.444  2.680
H  1.305  2.026  1.460
H  2.497  1.410  3.613
H  3.881  3.485  3.786
H  2.568  4.373  2.889
H  4.047  4.792  1.035
H  4.903  3.444  0.199
H  5.484  4.034  1.720
H  1.202  1.923  5.200
H  2.376  3.052  5.341

Atoms 1-3, force components in eV/Å:
C 0.4 0.7 -1.8
C -0.4 -0.8 0.6
O 0.2 0.0 0.3

Output
**Max |F|**: 3.242 eV/A
**E_tot**: -1901.947266 hartree
**LUMO level**: 0.07 eV
**Molecular weight**: 525.63 u

Mulliken population analysis, charges in e, atoms 1 to 5: 0.219, -0.347, -0.555, -0.567, 0.182



[5]
The following is a quantum chemistry calculation of C18H55O12Ti2 as an isolated structure, from OMol25.

Element x y z (Å)
Ti  -4.104  0.070  -1.011
Ti  -2.687  -3.039  0.492
C  0.205  -0.219  -0.178
C  -1.228  -0.083  -0.597
O  -1.918  -1.128  -0.869
O  -1.806  1.024  -0.579
H  0.365  -1.125  0.401
H  0.514  0.640  0.411
H  0.763  -0.362  -1.108
C  -1.879  2.713  -3.824
O  -0.857  1.791  -3.465
H  -2.829  2.188  -3.976
H  -2.013  3.482  -3.060
H  -1.621  3.180  -4.771
H  -1.039  1.532  -2.555
C  -0.034  -3.259  -3.024
O  -1.270  -2.634  -3.291
H  0.288  -3.798  -3.912
H  0.723  -2.536  -2.704
H  -0.093  -4.015  -2.229
H  -1.450  -1.961  -2.626
C  1.801  3.283  -0.961
O  1.644  3.595  0.407
H  2.862  3.159  -1.178
H  1.282  2.386  -1.322
H  1.397  4.135  -1.522
H  0.688  3.617  0.625
C  2.971  -2.961  0.221
O  1.957  -2.742  1.220
H  3.738  -2.192  0.326
H  3.387  -3.964  0.299
H  2.495  -2.808  -0.747
H  2.300  -3.021  2.077
C  2.719  0.171  -3.191
C  3.361  -0.033  -4.571
O  2.557  -0.876  -5.377
H  3.310  0.888  -2.619
H  2.566  -0.767  -2.655
H  1.714  0.584  -3.328
H  4.371  -0.427  -4.456
H  3.538  0.938  -5.045
H  1.802  -0.337  -5.637
C  -0.884  4.384  3.076
C  -1.446  3.158  2.403
O  -0.926  3.117  1.059
H  -1.165  5.310  2.578
H  0.195  4.361  3.225
H  -1.323  4.380  4.079
H  -2.532  3.271  2.288
H  -1.261  2.233  2.954
H  -1.317  2.365  0.582
C  -0.181  -2.371  4.094
C  -0.128  -0.948  3.569
O  -1.343  -0.263  3.755
H  -0.971  -2.939  3.597
H  -0.380  -2.330  5.165
H  0.775  -2.869  3.919
H  0.176  -0.973  2.515
H  0.694  -0.399  4.035
H  -1.986  -0.539  3.095
C  3.749  -0.054  2.855
C  3.002  0.881  1.937
O  3.584  2.160  2.107
H  3.323  -1.065  2.869
H  3.781  0.303  3.883
H  4.766  -0.230  2.499
H  1.931  0.954  2.171
H  3.065  0.542  0.894
H  3.271  2.732  1.392
C  -4.205  3.325  -0.362
C  -5.544  3.026  -0.998
O  -5.577  1.719  -1.630
H  -3.401  3.107  -1.069
H  -3.984  2.718  0.521
H  -4.161  4.356  -0.019
H  -5.814  3.793  -1.725
H  -6.366  3.089  -0.281
H  -6.191  1.770  -2.369
C  -0.306  -5.747  2.023
C  -0.276  -5.269  0.564
O  -0.400  -3.811  0.605
H  -0.191  -6.836  2.018
H  -1.194  -5.494  2.600
H  0.557  -5.363  2.567
H  -1.107  -5.647  -0.027
H  0.682  -5.536  0.121
H  0.517  -3.460  0.776

Atoms 1-3, force components in eV/Å:
Ti 1.3 0.4 -0.1
Ti 1.5 0.6 -0.5
C -0.3 -0.3 -0.4

Output
**Max |F|**: 1.882 eV/A
**Charge**: +1
**E_tot**: -3320.174367 hartree
**LUMO level (alpha / beta)**: -3.21 / -3.66 eV
**Molecular weight**: 559.36 u
**Multiplicity**: 7

Mulliken population analysis, charges in e, atoms 1 to 5: 0.297, 0.202, 2.450, 0.781, -0.447



Which value of molecular weight does entry 3 give? 662.71 u



Which value of max |F| does entry 2 give? 2.367 eV/A